Entry 1:
Formula: C15H52O11
Source: the Open Molecules 2025 dataset
Level of theory: ωB97M-V/def2-TZVPD

## Properties
ΔE to the lowest compared entry with this formula, charge and spin: 143.5 kcal per mole
E: -1430.09989 Eh
2S+1: 1
Largest force on an atom: 3.76 eV Å⁻¹

Each line ends with the Löwdin charge.
Positions of all 78 atoms, in Å:
C -5.399 -0.914 -0.679  -0.06
C -4.447 -0.207 0.333  -0.32
O -4.733 1.145 0.400  -0.08
H -5.176 -0.527 -1.674  0.08
H -6.390 -0.856 -0.230  0.08
H -5.155 -1.976 -0.710  0.08
H -3.412 -0.471 0.118  0.10
H -4.607 -0.623 1.328  0.11
H -5.437 1.289 -0.236  0.09
C -0.229 -1.407 3.089  -0.07
C -0.157 -0.114 3.923  -0.33
O -1.327 0.093 4.664  -0.07
H -0.293 -2.291 3.723  0.07
H 0.575 -1.480 2.355  0.06
H -1.176 -1.465 2.552  0.07
H -0.046 0.711 3.220  0.08
H 0.659 -0.013 4.638  0.11
H -1.157 -0.512 5.390  0.08
C -1.058 -2.997 -3.692  -0.09
C 0.376 -3.369 -3.451  -0.33
O 0.472 -4.383 -2.503  -0.08
H -1.645 -3.830 -4.076  0.07
H -1.030 -2.118 -4.337  0.08
H -1.609 -2.790 -2.774  0.07
H 0.909 -2.494 -3.080  0.11
H 0.798 -3.763 -4.375  0.11
H 0.244 -5.209 -2.936  0.09
C 2.962 1.513 2.266  -0.07
C 4.268 1.719 1.500  -0.30
O 4.492 0.828 0.452  -0.08
H 2.879 2.213 3.097  0.08
H 3.103 0.504 2.652  0.07
H 2.048 1.368 1.689  0.05
H 5.157 1.667 2.128  0.12
H 4.341 2.682 0.995  0.11
H 4.096 1.285 -0.294  0.06
C -1.898 2.665 1.487  -0.11
O -1.861 4.096 1.722  -0.15
H -2.027 2.492 0.418  0.05
H -0.893 2.373 1.793  0.06
H -2.685 2.290 2.141  0.09
H -1.621 4.314 2.625  0.07
C 3.229 -2.197 -0.161  -0.14
O 4.561 -1.814 0.233  -0.14
H 2.985 -1.998 -1.205  0.07
H 3.201 -3.260 0.075  0.07
H 2.499 -1.640 0.426  0.06
H 4.516 -0.903 0.531  0.00
C -2.959 3.094 -2.129  -0.11
O -2.977 1.715 -1.721  -0.15
H -2.300 3.667 -1.477  0.06
H -2.406 3.125 -3.068  0.08
H -3.925 3.597 -2.165  0.08
H -3.484 1.589 -0.916  0.01
C 1.208 3.903 0.156  -0.20
O 2.383 4.261 -0.405  -0.12
H 0.421 4.652 0.071  0.08
H 0.940 3.023 -0.429  0.07
H 1.466 3.747 1.203  0.08
H 2.764 3.482 -0.817  0.02
C 1.096 -4.936 1.494  -0.17
O 0.298 -4.145 0.665  -0.15
H 0.399 -5.754 1.673  0.08
H 1.895 -5.243 0.819  0.07
H 1.559 -4.534 2.395  0.08
H 0.582 -4.322 -0.235  0.04
C -0.459 -0.433 -0.477  -0.18
O -0.887 -0.312 -1.789  -0.11
H 0.398 0.189 -0.221  0.06
H -1.151 -0.160 0.320  0.06
H -0.083 -1.436 -0.274  0.07
H -1.348 0.518 -1.928  0.04
C 1.987 1.648 -2.758  -0.10
O 3.053 2.089 -1.918  -0.13
H 1.804 2.461 -3.461  0.09
H 2.171 0.710 -3.282  0.09
H 0.993 1.709 -2.315  0.06
H 3.659 2.469 -2.558  0.11

=====

Entry 2:
Formula: C15H54N18O12
Source: the Open Molecules 2025 dataset
Level of theory: ωB97M-V/def2-TZVPD

## Properties
ΔE to the lowest compared entry with this formula, charge and spin: 269.8 kcal per mole
E: -2492.36206 Eh
2S+1: 1
Largest force on an atom: 11.06 eV Å⁻¹

Each line ends with the Löwdin charge.
Positions of all 99 atoms, in Å:
N 5.683 0.808 -0.304  0.16
C 4.374 0.776 -0.244  -0.60
N 3.819 1.442 -1.223  0.15
O 3.658 0.125 0.694  -0.11
H 6.238 0.359 0.461  0.14
H 6.209 1.336 -1.017  0.13
H 2.762 1.414 -1.344  0.11
H 4.398 1.807 -1.973  0.15
N -1.589 0.511 -3.255  0.14
C -1.490 1.806 -3.527  -0.62
N -2.611 2.515 -3.530  0.11
O -0.287 2.305 -3.757  -0.05
H -0.757 -0.108 -3.379  0.03
H -2.529 0.097 -3.013  0.06
H -2.364 3.492 -3.751  0.15
H -3.585 2.192 -3.731  0.15
N -2.708 -3.340 1.034  0.13
C -1.613 -3.731 0.551  -0.62
N -0.606 -3.267 1.221  0.22
O -1.520 -4.350 -0.684  -0.09
H -3.427 -3.653 0.394  0.15
H -2.809 -3.689 1.954  0.14
H 0.271 -3.414 0.711  0.09
H -0.671 -2.555 1.953  0.08
N 2.381 -1.104 2.875  0.18
C 1.277 -1.404 3.460  -0.51
N 1.460 -2.099 4.590  0.16
O 0.035 -1.050 2.885  -0.18
H 2.294 -0.416 2.146  0.06
H 3.289 -1.317 3.210  0.14
H 0.562 -2.474 5.073  0.17
H 2.404 -2.426 4.904  0.15
N -0.280 -2.119 -2.111  0.17
C 0.226 -2.019 -3.290  -0.63
N 0.595 -0.794 -3.459  0.11
O 0.444 -3.116 -4.127  -0.15
H -0.528 -3.052 -1.808  0.06
H -0.491 -1.370 -1.345  0.09
H 1.095 -0.374 -4.318  0.19
H 0.764 -0.188 -2.644  0.05
N -2.466 -0.755 1.603  0.12
C -3.307 0.237 1.461  -0.62
N -2.911 1.290 2.091  0.14
O -4.235 0.269 0.474  -0.07
H -2.769 -1.745 1.268  0.09
H -1.633 -0.771 2.166  0.05
H -3.526 2.144 2.009  0.18
H -2.504 1.166 2.980  0.11
N 0.940 4.413 0.626  0.12
C 1.682 3.876 -0.294  -0.66
N 2.649 3.297 0.264  0.16
O 1.536 3.850 -1.646  -0.06
H 0.309 5.080 0.217  0.11
H 1.323 4.551 1.569  0.12
H 3.247 2.687 -0.309  0.05
H 2.602 2.907 1.209  0.07
N 0.792 0.431 0.781  0.21
C 0.320 0.478 -0.387  -0.54
N -0.879 -0.037 -0.505  0.16
O 1.061 0.903 -1.475  -0.09
H 1.733 0.796 0.936  0.07
H 0.273 0.094 1.569  0.05
H -1.346 0.280 -1.351  0.08
H -1.485 -0.367 0.270  0.07
N -1.500 3.098 0.756  0.13
C -1.931 3.349 -0.453  -0.62
N -2.953 2.694 -0.925  0.16
O -1.377 4.436 -1.113  -0.13
H -0.533 3.484 0.878  0.05
H -1.783 2.208 1.279  0.05
H -2.994 2.731 -1.977  0.05
H -3.263 1.812 -0.433  0.08
C -3.451 -2.693 -2.998  -0.06
C -3.812 -1.646 -1.954  -0.32
O -3.948 -0.399 -2.596  -0.11
H -2.573 -2.424 -3.517  0.05
H -4.296 -2.653 -3.660  0.07
H -3.296 -3.715 -2.638  0.08
H -2.967 -1.680 -1.285  0.07
H -4.738 -1.957 -1.464  0.12
H -4.875 -0.329 -2.933  0.14
C 2.306 -3.991 -1.089  -0.06
C 2.540 -2.865 -0.076  -0.34
O 2.174 -3.358 1.174  -0.11
H 2.967 -4.824 -0.848  0.08
H 2.543 -3.660 -2.057  0.06
H 1.246 -4.328 -1.034  0.07
H 1.860 -2.033 -0.311  0.09
H 3.546 -2.481 -0.216  0.11
H 2.461 -2.691 1.829  0.04
C 0.430 2.596 3.436  -0.06
C 1.867 2.256 3.839  -0.32
O 2.605 1.957 2.729  -0.12
H 0.049 1.819 2.745  0.04
H 0.336 3.556 2.887  0.06
H -0.222 2.585 4.347  0.10
H 1.915 1.410 4.502  0.10
H 2.351 3.119 4.361  0.13
H 3.542 1.986 3.004  0.13

=====

Molar mass in g mol⁻¹, matching the order above: 408.6 678.7